Molecular formula: C36H25F2N3O4PPb
Method: DFT, ωB97M-V/def2-TZVPD

Computed properties:
Electronic energy ... -70361.4903 eV
Energy relative to the best compared isomer or geometry (same formula, charge and spin) ... 0.0 kJ/mol
E_HOMO ... -11.74 eV
M ... 839.783 Da
Net charge ... +1

Atoms and positions in Å:
1 C -2.6072 3.3698 0.3205
2 H -0.2525 3.3145 -2.8381
3 H 5.0480 0.2348 -1.2982
4 H 2.9167 -3.0775 -2.9622
5 C -0.1237 4.3064 -2.4251
6 C -1.2634 0.2481 6.3829
7 Pb -0.2046 -0.0475 0.0554
8 C 1.1520 0.1082 6.3396
9 C -0.6090 3.4999 2.7945
10 C -0.6024 -2.0097 -0.9621
11 H 3.2420 3.1877 2.6513
12 F -3.1776 -4.4107 -1.5543
13 H -5.1053 1.8750 2.0524
14 H -2.8075 5.1805 -0.8226
15 C -0.1397 0.0480 2.7973
16 C 1.1220 0.0745 4.9576
17 H 2.9298 0.9106 -0.1638
18 C -1.9995 -3.8007 -1.5896
19 H 0.3765 5.2342 -4.2864
20 O -1.0881 0.2788 9.0820
21 C 0.1413 3.5397 3.9629
22 H 2.0831 0.0660 6.8864
23 H -1.6825 3.6170 2.8419
24 F 1.2152 -4.3045 -3.0492
25 H 0.3437 7.8172 -0.8707
26 C -0.9655 -4.3608 -2.3076
27 C 0.4011 6.6411 -2.6650
28 C 0.2342 5.3816 -3.2239
29 N -0.0198 0.2147 8.5083
30 H 2.0355 0.0102 4.3826
31 C -4.6040 2.5978 1.4216
32 H -2.6661 -2.1955 -0.3407
33 H -2.1704 0.3133 6.9653
34 H -2.7236 1.5716 1.4977
35 C -0.1457 5.7667 -0.4950
36 H -0.3569 3.6781 4.9141
37 C -3.3076 4.4582 -0.1901
38 C -5.2966 3.6934 0.9227
39 C -1.2892 0.2081 5.0019
40 C -3.2636 2.4299 1.1175
41 C -0.0963 0.1183 4.2899
42 C 2.1626 3.2595 2.6902
43 C -0.3130 4.5052 -1.0618
44 H 5.0030 -1.8229 -2.7281
45 N 1.8535 -0.6739 -0.9014
46 C 1.5209 3.4154 3.9122
47 N -0.4294 1.8080 -0.7948
48 H -0.2904 5.9086 0.5698
49 H -5.2000 5.4586 -0.2873
50 C -4.6530 4.6145 0.1112
51 C 4.1477 -0.3492 -1.4192
52 C 1.4208 3.2064 1.5236
53 H -6.3420 3.8257 1.1690
54 C 4.1155 -1.4862 -2.2102
55 O -1.2578 -0.0509 2.2212
56 C 0.2532 -3.7099 -2.3357
57 C 2.9357 -2.2057 -2.3338
58 C -0.0419 0.1929 7.0354
59 C 2.9799 0.0262 -0.7877
60 H 0.6788 7.4760 -3.2946
61 O 0.9375 0.0864 2.1429
62 H 1.9066 3.0958 0.5599
63 C 1.7995 -1.7874 -1.6471
64 C 0.0308 3.3169 1.5728
65 C -1.8359 -2.6088 -0.8969
66 C 0.2133 6.8337 -1.3029
67 P -0.8411 3.1375 -0.0112
68 H 2.1010 3.4526 4.8252
69 O 1.0669 0.1772 9.0477
70 H -2.2259 0.2399 4.4645
71 C 0.4965 -2.5062 -1.6643
72 H -1.0962 -5.2925 -2.8397



Molecular formula: C36H25F57NO5S
Method: DFT, ωB97M-V/def2-TZVPD

Computed properties:
Electronic energy ... -215190.5977 eV
E_HOMO ... -12.89 eV
M ... 1666.551 Da
Net charge ... +1

Atoms and positions in Å:
1 C 8.0889 10.2700 -8.7413
2 C 2.0371 -4.6787 3.0090
3 H -0.1118 -4.5073 3.3472
4 F -0.1274 5.8633 -4.7570
5 F 7.3970 9.3128 -9.3937
6 F 2.0990 -4.6792 1.6382
7 F -2.2215 -5.2001 10.9385
8 C -4.2243 -1.8956 0.3619
9 C 0.4714 -3.4707 5.7098
10 F 5.0439 6.1769 -8.4944
11 F -6.8193 -0.5558 0.6518
12 H -4.3694 -4.2709 9.9286
13 F 7.1066 6.9088 -8.3567
14 C -5.9632 0.0582 -0.1910
15 H 6.1687 5.9950 -6.8453
16 F 8.8621 8.7904 -7.0772
17 H -0.6181 -5.0551 -3.0202
18 H 7.6077 11.2395 -8.8929
19 C 0.1116 -7.3251 -4.1104
20 C -1.7251 -6.2306 -1.5640
21 F -2.0671 -3.3288 12.0889
22 H -6.5992 2.6013 -0.8873
23 C 5.9776 6.6953 -7.6604
24 C -0.3044 -0.9928 0.0314
25 C -2.4821 -3.8575 10.9228
26 F -2.3221 4.3147 -4.9605
27 F 3.9178 3.6672 -5.9562
28 F 0.3772 -7.2058 -5.4303
29 F -0.9623 -0.2147 8.6878
30 F -0.6775 4.7542 -2.9351
31 F 0.1270 0.6948 1.6626
32 F 4.3237 7.7027 -6.3891
33 O -1.1132 -2.0105 9.9377
34 H -6.3581 4.5547 0.5081
35 F 9.3412 10.3146 -9.2376
36 H 7.1088 10.2415 -5.4727
37 F -1.0667 -6.4676 0.6832
38 F -0.0858 -9.0066 -2.4697
39 C -0.1310 4.6450 -4.1947
40 F -2.3296 0.1889 0.4102
41 F 3.1301 -4.0499 3.4749
42 C 6.8529 9.8798 -6.4674
43 F 1.0306 -6.6100 -3.4423
44 F 1.9223 2.8197 -6.1309
45 F -2.9174 -1.1389 8.9234
46 C -5.3730 1.4594 1.9858
47 C -4.0083 -3.7628 10.8265
48 F 8.8819 10.9599 -6.6962
49 F 2.6474 -4.1387 6.3454
50 C -1.1022 3.7285 -4.9469
51 O 2.2894 4.6132 -4.8328
52 F 1.4854 -9.2169 -3.9853
53 F -2.6595 -5.3235 -1.1166
54 C -4.9461 -1.0058 -0.7361
55 C -1.9830 0.0606 10.7510
56 F -2.6290 1.1615 10.3032
57 O 0.8512 -3.0463 4.4793
58 F -0.5043 -2.6303 6.1523
59 H -4.3264 1.4779 0.1254
60 F -5.6336 -1.8254 -1.5322
61 H 3.0401 5.7654 -7.1225
62 C 0.6179 1.4094 -0.5158
63 H 0.6821 -3.1783 2.5152
64 S -5.2313 3.2678 2.2727
65 F -4.8314 -3.0701 0.3720
66 F 3.2335 -6.6849 2.9795
67 F 1.8332 -0.2236 0.6508
68 H -4.4699 0.9994 2.4089
69 F -0.3840 -0.9702 -1.3150
70 F -2.7479 -0.5418 11.6788
71 H -6.2749 1.0652 2.4706
72 F -4.0463 -0.3397 -1.4922
73 F 1.1580 -3.7759 7.9191
74 F -1.6179 -1.1349 1.9856
75 H -1.1838 2.7611 -4.4429
76 C 5.4440 8.0236 -7.1032
77 O -1.1506 -6.8635 -3.8942
78 H -1.0237 0.3461 11.1849
79 C 0.5848 0.2254 0.4918
80 F 5.0625 8.8466 -8.0879
81 C -1.6663 -3.2941 9.7567
82 F 1.1066 5.2716 -7.2793
83 C 0.7786 -3.8758 3.3448
84 F 0.2881 -2.1345 0.4142
85 O 6.3275 8.5889 -6.2535
86 F -4.3936 -2.4693 10.7999
87 C 1.2935 4.1318 -3.9706
88 F -4.3752 -1.3107 1.5812
89 H 1.5716 4.5256 -2.9930
90 C -1.4032 -5.8135 -3.0012
91 C -1.7397 -1.0064 0.6509
92 C -0.5843 -6.1525 -0.5482
93 H -0.1707 -5.1422 -0.5104
94 F -2.2872 -7.4487 -1.5306
95 F -0.0475 -4.7062 5.6943
96 F 1.3747 1.1168 -1.5764
97 H -2.2148 -3.3694 8.8166
98 H -0.8023 -3.9523 9.6780
99 F 1.1054 2.4674 0.0850
100 C 2.4000 4.8891 -7.2081
101 F 2.0122 -6.2618 4.7519
102 F 2.7083 4.1900 -8.3177
103 C 2.0710 -6.1577 3.4085
104 F -2.5293 -2.4994 -1.1306
105 C -2.6956 -2.1772 0.1633
106 H -2.3217 -5.3518 -3.3635
107 H 1.9484 -2.3191 6.7978
108 F -6.6634 0.4554 -1.2879
109 C 8.1686 9.9313 -7.2488
110 H 1.3052 3.0426 -3.8915
111 F -2.3929 -3.2420 0.9286
112 N -6.0998 2.5531 -0.0079
113 F -0.6959 3.5457 -6.2132
114 H 6.1139 10.5610 -6.8904
115 C 1.6215 -3.3572 6.7210
116 F 0.3779 -7.0305 -0.8693
117 F -4.5470 -4.3515 11.9125
118 C -5.3696 1.3427 0.4531
119 H 1.2379 -6.7015 2.9564
120 C 2.5977 3.9723 -5.9944
121 C -5.9703 3.5716 0.7951
122 H -0.4669 -9.3948 -4.3974
123 C -1.7616 -0.8863 9.5618
124 C 0.2163 -8.8195 -3.7709
125 F -0.6170 1.6932 -0.9331



Molecular formula: C36H26BF5N11ORhS2
Method: DFT, ωB97M-V/def2-TZVPD

Computed properties:
Electronic energy ... -95129.3748 eV
Energy relative to the best compared isomer or geometry (same formula, charge and spin) ... 0.0 kJ/mol
E_HOMO (alpha / beta) ... -11.11 / -11.11 eV
M ... 901.522 Da
⟨S²⟩ ... 0.775
2S+1 ... 2
Net charge ... +1

Atoms and positions in Å:
1 C 6.0383 -1.3356 1.0200
2 N -0.1272 1.9019 3.1234
3 H -4.4273 -6.3231 5.0040
4 H -1.6770 6.2358 4.9173
5 C 0.6544 -2.9567 -1.4396
6 C -3.4990 2.1542 -0.0019
7 H -4.4803 2.3103 -0.4126
8 C 1.5895 4.0411 0.7981
9 N -1.6409 2.3969 1.1811
10 H -1.7649 7.4164 2.4385
11 H -7.4956 -4.6369 3.2638
12 F 2.8761 -0.7246 -1.5206
13 C -2.5781 1.1649 -0.3455
14 C 0.1893 -0.1497 3.7198
15 H -2.6265 0.3809 -1.0835
16 O -0.8823 -1.5525 1.0012
17 N 0.0439 -0.5013 -1.2959
18 C -1.0751 5.4214 1.8314
19 H -1.9044 -4.2234 1.6696
20 C -3.8666 -5.3985 4.9656
21 H 0.1368 2.8588 4.9695
22 C 3.6378 -0.9704 0.7109
23 C 2.0654 2.3366 -0.4990
24 H -4.4984 -4.6057 0.2096
25 C 6.2223 -1.2496 -0.3580
26 C -4.5747 -2.8666 1.4643
27 F 7.4238 -1.3782 -0.8612
28 H 3.1854 4.2405 -0.7079
29 C -6.0478 -4.7564 1.6876
30 C -2.4118 -3.0430 4.8619
31 C -0.3526 -3.8999 -1.0925
32 C -1.4342 5.8046 3.9595
33 C 0.3472 0.6245 4.8586
34 B -0.4543 2.9523 2.0515
35 C -3.1046 -3.3776 6.0143
36 N -1.4825 1.3205 0.3880
37 H 0.2763 -1.2177 3.6016
38 C 3.8802 -0.8995 -0.6803
39 C 2.4299 3.6509 -0.2206
40 N 3.1574 -3.5266 -1.5957
41 H -4.8952 -1.2654 2.8663
42 C 2.0264 -3.3122 -1.5499
43 N -1.1614 -4.6597 -0.7817
44 H -6.7464 -2.4063 4.0214
45 C -2.8644 2.9094 0.9656
46 C -5.2147 -2.2478 2.5352
47 C -6.2569 -2.8878 3.1853
48 F 4.6133 -1.2895 2.8426
49 C -2.4466 -3.8808 3.7506
50 H -0.6147 -3.5065 2.6369
51 H -4.3826 -4.8153 6.9637
52 N -0.1088 0.6289 2.6742
53 Rh 0.1363 0.2043 0.6583
54 S 2.1431 -0.9047 1.5044
55 H -2.9850 -2.8327 -0.0109
56 H -3.6816 -1.2316 0.3529
57 C -6.6747 -4.1428 2.7612
58 H -3.0706 -2.7207 6.8735
59 C 0.1420 1.9268 4.4340
60 N 0.7783 3.0167 1.1012
61 H -6.3746 -5.7314 1.3509
62 C 5.1394 -1.0262 -1.2074
63 C -3.4180 -2.2045 0.7697
64 C -3.1767 -5.0608 3.8106
65 H -1.8439 -2.1189 4.8326
66 N -0.8037 4.3112 2.5745
67 C 4.7740 -1.2031 1.5358
68 S -2.0807 -1.8596 1.9294
69 H 0.5688 0.2900 5.8562
70 H 1.5081 4.9778 1.3226
71 C 0.3185 -1.6418 -1.3802
72 C -1.4804 6.4090 2.6860
73 F 7.0788 -1.5422 1.8072
74 N -1.0365 4.5505 3.8901
75 N 1.0839 1.9569 0.3173
76 C -3.8381 -4.5551 6.0659
77 C -1.6972 -3.5344 2.4890
78 H -0.9692 5.4199 0.7581
79 C -4.9936 -4.1233 1.0448
80 H -3.2057 -5.7181 2.9504
81 H 2.4252 1.6793 -1.2584
82 H -3.1949 3.7823 1.5029
83 F 5.3386 -0.9476 -2.5109